The following is a DFT calculation (wB97M-V/def2-TZVPD) of a molecular structure, C23H24BrN3O2Pt.

Results
- Kohn-Sham gap (spin up / spin down): 7.25 / 4.45 eV
- <S²>: 6.072
- ΔE to the lowest compared entry with this formula, charge and spin: 10.8 kJ/mol
- Electronic energy: -106077.1242 eV

ORCA input file:
```
! wB97M-V def2-TZVPD RIJCOSX def2/J DEFGRID3
* xyz 2 5
Pt 0.090 0.154 0.219
C -0.246 -2.298 2.031
N 0.574 -1.961 0.844
C 2.011 -2.109 1.184
C 0.247 -2.775 -0.319
C -0.097 -4.109 -0.223
C -0.409 -4.821 -1.375
C -0.394 -4.193 -2.612
C -0.025 -2.866 -2.723
C 0.336 -2.148 -1.578
N 0.726 -0.818 -1.521
C 1.478 -0.112 -2.404
C 1.854 -0.542 -3.694
C 2.562 0.295 -4.527
C 2.939 1.564 -4.098
C 2.652 1.978 -2.801
C 1.949 1.154 -1.951
N 1.773 1.481 -0.544
C 1.375 2.890 -0.319
C 3.038 1.207 0.182
H 0.013 -3.287 2.412
H -0.034 -1.564 2.807
H -1.298 -2.255 1.770
H 2.204 -3.122 1.542
H 2.612 -1.929 0.295
H 2.271 -1.392 1.961
H -0.133 -4.605 0.736
H -0.687 -5.863 -1.299
H -0.686 -4.739 -3.499
H -0.090 -2.381 -3.685
H 1.605 -1.531 -4.040
H 2.830 -0.043 -5.518
H 3.490 2.218 -4.759
H 3.014 2.939 -2.462
H 2.169 3.574 -0.620
H 0.470 3.107 -0.883
H 1.178 3.023 0.741
H 3.813 1.910 -0.134
H 2.864 1.317 1.251
H 3.371 0.195 -0.036
Br -6.357 4.080 4.623
C -5.027 3.206 3.740
C -5.119 1.799 3.547
C -4.120 1.157 2.877
C -3.012 1.890 2.396
C -2.917 3.281 2.590
C -3.911 3.943 3.250
C -1.921 1.157 1.654
O -2.133 -0.005 1.274
O -0.832 1.773 1.448
H -5.982 1.272 3.932
H -4.152 0.093 2.691
H -2.048 3.800 2.212
H -3.877 5.011 3.416
*
```